Entry 1:
Computed, not measured: a cluster of 3 separate species, C13H27ClNO6S in total at a distorted geometry, with the ωB97M-V functional and the def2-TZVPD basis.

The geometry in XYZ format:
```
49
Properties=species:S:1:pos:R:3:forces:R:3:lowdin_charge:R:1
C -2.3486 -4.1607 -0.8014 -0.16 0.02 -0.10 0.196
C -2.5221 -4.7095 0.2485 0.19 0.59 -0.53 -0.367
S -2.6642 -5.5994 1.6336 -0.42 -1.22 0.85 1.106
O -3.8348 -4.9442 2.4992 0.54 -1.18 -0.03 -0.371
N -3.9345 -3.3924 2.3912 -0.14 1.53 0.09 0.065
O -4.4480 -2.9923 3.3052 -0.09 -0.17 -0.16 0.223
C -1.0822 -5.2350 2.5223 -0.55 1.19 -0.02 -0.816
Cl 0.0930 -6.0638 1.5465 0.19 -0.31 -0.15 0.748
C -0.8790 -3.7291 2.6845 0.09 0.03 0.43 -0.297
C 0.5620 -3.2817 2.9601 0.07 -0.04 -0.17 -0.066
H -2.2446 -3.6734 -1.7443 0.08 0.02 -0.07 0.080
H -1.2429 -5.6982 3.4905 0.19 -0.47 0.01 0.101
H -1.4745 -3.4394 3.5495 -0.18 -0.02 0.11 0.111
H -1.2812 -3.1605 1.8498 0.23 -0.27 -0.30 0.058
H 1.3085 -4.0076 2.6595 0.02 -0.21 -0.03 0.053
H 0.7144 -3.0605 4.0090 0.04 0.01 0.16 0.085
H 0.7484 -2.3873 2.3771 0.01 0.14 0.11 0.066
C -0.1838 1.8474 2.2071 0.03 0.10 -0.05 -0.095
O -0.1187 1.6760 0.8011 -0.12 -0.20 0.17 -0.198
C 0.7373 0.6204 0.3986 -0.02 0.32 -0.22 -0.194
C -0.0472 -0.6109 0.0142 0.23 -0.15 0.00 -0.176
O -0.7187 -1.1880 1.1339 -0.27 0.25 -0.16 -0.246
C -2.0958 -0.8645 1.1842 0.00 0.00 -0.01 -0.106
H -1.0081 2.5256 2.4189 0.01 0.03 -0.04 0.093
H -0.3633 0.9005 2.7229 0.02 -0.02 0.02 0.080
H 0.7422 2.2943 2.5821 0.00 -0.05 0.05 0.095
H 1.4618 0.3861 1.1845 -0.01 -0.04 0.03 0.132
H 1.2908 0.9665 -0.4801 0.01 -0.05 0.00 0.121
H 0.6462 -1.3652 -0.3706 0.00 0.00 -0.01 0.130
H -0.7615 -0.3707 -0.7786 -0.03 0.03 0.02 0.132
H -2.6456 -1.4253 0.4174 -0.07 0.08 -0.01 0.080
H -2.2805 0.2024 1.0510 0.06 0.00 -0.02 0.097
H -2.4672 -1.1595 2.1666 0.04 0.06 0.01 0.074
C 3.6331 5.1772 -3.4531 0.00 0.05 -0.05 -0.108
O 2.3654 5.2105 -4.0840 0.04 -0.09 0.12 -0.187
C 1.9852 3.9696 -4.6524 -0.11 0.26 -0.10 -0.207
C 0.9896 3.2383 -3.7811 0.09 -0.28 -0.02 -0.205
O 1.5657 2.8285 -2.5493 0.01 0.07 0.09 -0.201
C 1.2201 3.6734 -1.4622 -0.02 -0.01 -0.02 -0.112
H 3.7378 6.0939 -2.8759 -0.02 0.03 -0.03 0.090
H 3.7266 4.3224 -2.7789 0.01 -0.02 -0.01 0.082
H 4.4328 5.1400 -4.2002 0.03 -0.04 0.04 0.090
H 2.8625 3.3426 -4.8372 0.01 -0.03 0.03 0.127
H 1.5148 4.1853 -5.6168 0.01 -0.05 -0.01 0.127
H 0.6645 2.3327 -4.3036 -0.02 0.02 -0.02 0.123
H 0.1086 3.8624 -3.6060 0.01 0.05 0.01 0.128
H 0.1809 3.5037 -1.1663 -0.01 0.07 0.04 0.085
H 1.3666 4.7281 -1.7044 0.00 -0.01 -0.04 0.089
H 1.8657 3.4144 -0.6243 0.00 -0.04 0.00 0.088
```
Forces are in eV/Å.

Results
Frontier orbital gap   5.6 eV
HOMO level   -10.69 eV
Total charge   +1

Entry 2:
Computed, not measured: the molecule C4H6NOP at a distorted geometry, with the ωB97M-V functional and the def2-TZVPD basis.

The geometry in XYZ format:
```
13
Properties=species:S:1:pos:R:3:forces:R:3:lowdin_charge:R:1
C 1.5434 -0.8496 0.4056 1.01 -1.08 -0.02 -0.121
C 1.3317 0.5848 0.6529 0.25 -1.80 -0.25 -0.196
C 0.5605 -1.6725 0.0200 -0.76 0.44 -0.12 -0.194
C 0.1262 1.1009 0.6836 -3.08 -1.66 0.68 -0.184
N -2.0454 0.7884 -0.9744 -1.62 -0.16 1.73 -0.217
O -0.7860 -1.3769 0.0683 -0.51 0.20 -0.12 -0.381
P -1.6139 -0.0013 0.5361 3.11 2.43 -1.96 0.926
H 2.5703 -1.3130 0.5232 -1.31 0.82 -0.55 0.118
H 2.2345 1.1466 0.6904 0.46 0.72 0.21 0.085
H 0.6162 -2.6413 -0.4677 0.65 -0.04 0.55 0.115
H -0.0761 2.1147 0.8863 -0.07 1.19 -0.04 0.024
H -2.8982 1.2990 -1.2088 -0.14 -0.72 1.15 0.028
H -1.5632 0.8203 -1.8154 2.02 -0.34 -1.26 -0.004
```
Forces are in eV/Å.

Results
Frontier orbital gap   9.2 eV
HOMO level   -8.25 eV
SMILES   NP1C=CC=CO1
ΔE to the lowest compared entry with this formula, charge and spin   33.3 kJ/mol

Entry 3:
Computed, not measured: a cluster of 8 separate species, C14H45N12O8 in total at a distorted geometry, with the ωB97M-V functional and the def2-TZVPD basis.

The geometry in XYZ format:
```
79
Properties=species:S:1:pos:R:3:forces:R:3:lowdin_charge:R:1
C -0.2887 -0.5734 1.0155 1.63 0.02 -0.18 -0.386
O 1.0273 -0.2523 1.2363 -1.65 0.45 0.43 -0.348
H -0.4869 -1.6558 1.1470 -0.22 -0.46 -0.21 0.040
H -1.0479 -0.1404 1.6980 -0.29 0.53 0.23 0.012
H -0.6118 -0.2962 0.0003 -0.43 -0.09 -0.20 0.028
C -1.5777 1.8656 4.2896 -0.30 2.11 1.58 -0.686
O -1.4226 2.2394 5.4410 0.33 -0.06 -0.02 0.018
N -2.1552 0.7071 3.9505 -0.21 -0.54 -1.20 0.163
N -1.3459 2.6827 3.1987 -1.04 -1.10 -0.26 0.122
H -1.9703 0.4512 2.9926 -0.31 -0.86 0.20 0.047
H -2.5199 0.0637 4.6253 0.36 0.04 0.09 0.108
H -1.7744 2.3188 2.3654 0.31 0.72 -0.44 0.083
H -0.9659 3.6062 3.2407 -0.38 0.03 0.33 0.098
C 1.9741 -1.7370 4.6169 2.88 -1.83 -0.63 -0.680
O 2.9901 -1.3232 4.0589 -1.63 0.25 0.94 0.045
N 0.7192 -1.6631 4.1954 -2.35 1.00 -1.65 0.165
N 2.1217 -2.6351 5.6679 0.63 0.36 0.33 0.111
H -0.0218 -2.2441 4.5430 0.35 -0.12 0.40 0.088
H 0.5726 -1.3907 3.2293 0.50 0.53 -0.14 0.070
H 3.0345 -2.5108 6.0761 -0.25 -0.41 0.41 0.088
H 1.3452 -3.0098 6.1816 0.14 0.23 0.27 0.070
C 2.5457 2.3762 3.2894 1.39 -2.20 -2.74 -0.693
O 3.4972 1.6059 3.1816 -0.67 0.37 0.76 0.026
N 2.7675 3.6654 3.5938 0.38 2.37 1.29 0.122
N 1.2983 2.1359 2.8311 -0.53 0.47 0.63 0.159
H 3.7255 3.9598 3.5149 -0.09 -0.05 0.15 0.094
H 2.0568 4.3640 3.4690 0.10 -0.01 -0.05 0.076
H 0.6212 2.8626 2.9845 0.37 -0.67 -0.13 0.034
H 1.0020 1.2555 2.4019 0.54 -0.61 -0.18 0.059
C 2.8283 1.9482 -1.2243 0.03 -1.21 2.04 -0.685
O 3.1656 0.7798 -1.1180 0.11 0.56 -1.39 0.055
N 1.8106 2.4373 -0.4644 -1.27 0.00 -0.11 0.153
N 3.4487 2.9142 -1.9286 1.18 0.91 -1.37 0.141
H 1.8188 3.3913 -0.1515 -0.03 -0.11 0.12 0.084
H 1.3425 1.7262 0.0900 0.32 -0.11 0.54 0.068
H 3.0928 3.8515 -1.9594 -0.17 -0.13 -0.04 0.083
H 4.1440 2.6820 -2.6161 -0.01 -0.21 0.22 0.098
C -0.0516 -5.0072 -1.0517 0.68 -1.22 -1.66 -0.716
O 1.1314 -5.2543 -0.8674 -0.78 0.06 0.54 0.034
N -0.8287 -4.1430 -0.4025 0.43 0.56 1.14 0.168
N -0.7423 -5.5991 -2.0859 0.27 -0.71 -0.62 0.133
H -0.4414 -3.8398 0.4786 -0.61 0.61 -0.08 0.110
H -1.7694 -4.0498 -0.7310 -0.14 0.38 0.74 0.094
H -0.2901 -6.3829 -2.5225 -0.05 0.18 -0.16 0.097
H -1.6925 -5.3866 -2.3255 0.03 -0.11 0.08 0.081
C -1.7094 3.4814 -1.0834 -0.40 0.16 -0.13 -0.061
C -2.3859 2.3092 -1.8417 1.53 -0.48 0.00 -0.425
C -3.6564 1.6348 -1.2220 1.27 2.65 0.13 -0.211
O -3.9895 0.3973 -1.7444 0.35 -0.45 -0.32 -0.152
C -3.0748 -0.5770 -1.2989 0.19 -1.53 -0.64 -0.119
N -2.6196 2.6590 -3.2345 -0.70 0.21 -0.61 0.025
H -0.7797 3.8088 -1.5562 -0.22 -0.22 -0.70 0.062
H -1.2795 3.1923 -0.1216 -0.71 -0.20 0.31 0.056
H -2.3424 4.3687 -1.0277 -0.12 -0.05 0.31 0.070
H -1.5527 1.5955 -1.7965 -0.27 -0.62 0.11 0.101
H -4.4823 2.3300 -1.3852 -0.20 -0.20 -0.10 0.127
H -3.4323 1.6578 -0.1487 -0.30 -0.63 0.22 0.115
H -3.2415 -1.5513 -1.7724 -1.23 0.02 0.14 0.086
H -3.1589 -0.6909 -0.2179 0.48 0.05 0.06 0.095
H -2.0591 -0.5193 -1.6939 0.23 1.20 0.69 0.039
H -1.7754 2.8198 -3.7713 0.28 0.25 0.45 0.071
H -3.0251 1.8665 -3.7206 -0.39 0.01 0.20 0.057
C 2.1343 -2.8432 -3.4158 -0.81 0.95 -2.51 -0.077
C 1.7207 -1.6595 -2.5741 1.34 -1.94 0.69 -0.427
C 0.3002 -1.0938 -2.8055 1.51 -0.64 0.02 -0.204
O 0.1620 -0.6886 -4.1360 0.56 1.44 -0.79 -0.179
C -1.0919 -0.1140 -4.4681 0.12 -1.52 0.66 -0.092
N 1.9056 -2.2064 -1.2207 -1.93 1.52 0.32 0.079
H 2.1457 -2.4335 -4.4353 0.38 -0.50 -0.30 0.066
H 1.3754 -3.6290 -3.4611 0.01 -0.12 0.42 0.066
H 3.1089 -3.2561 -3.1726 -0.07 0.15 0.27 0.082
H 2.5165 -0.9128 -2.6118 -0.53 0.47 -0.51 0.116
H 0.2590 -0.2691 -2.0850 -0.62 0.18 -0.07 0.113
H -0.4329 -1.8871 -2.6059 -0.12 0.01 0.39 0.120
H -1.5115 0.5259 -3.6928 0.29 0.03 0.15 0.040
H -1.7114 -1.0161 -4.5386 -0.86 0.46 -0.42 0.094
H -1.0540 0.4429 -5.4024 0.24 -0.21 -0.08 0.089
H 1.3196 -3.0332 -1.1598 0.27 -0.24 0.02 0.016
H 1.3418 -1.5048 -0.7338 0.88 -0.15 1.62 0.032
```
Forces are in eV/Å.

Results
Frontier orbital gap   6.5 eV
HOMO level   -4.30 eV
Total charge   -1

Entry 4:
Computed, not measured: a structure of composition C12H20BBr4CrMnN4O20S at a distorted geometry, with the ωB97M-V functional and the def2-TZVPD basis.

The geometry in XYZ format:
```
64
Properties=species:S:1:pos:R:3:forces:R:3:lowdin_charge:R:1
Mn 13.4799 -12.0202 6.6254 0.15 -0.43 -0.17 1.136
Cr 13.0151 -15.8731 2.9410 -1.39 0.87 0.39 1.038
O 5.3204 -18.8271 1.0024 -0.30 0.16 0.01 0.180
C 6.3393 -18.3641 0.6067 -0.07 -0.43 -0.03 -0.384
O 6.8828 -17.2044 0.9757 0.86 0.32 0.21 0.231
B 8.2608 -17.1754 0.4849 -1.79 0.02 -1.27 -0.843
O 8.4077 -18.3283 -0.4056 1.32 0.37 -0.01 0.244
C 7.3356 -19.0760 -0.3453 -1.57 -0.80 0.99 -0.399
O 7.1195 -20.1646 -0.7812 0.61 0.21 -0.53 0.175
O 9.2528 -17.1750 1.5908 0.40 0.29 0.12 0.277
C 10.0400 -16.1701 1.4200 0.00 -0.17 -0.39 -0.353
O 10.9789 -15.8582 2.1242 0.82 -0.06 0.30 0.029
C 9.6399 -15.4035 0.1401 -0.91 0.36 -0.36 -0.383
O 8.5238 -15.9241 -0.3066 0.69 -0.48 0.83 0.260
O 10.2251 -14.4684 -0.3282 0.50 0.16 0.20 0.139
S 13.0745 -13.9255 4.8293 -1.89 -0.81 -1.24 0.332
O 12.6460 -13.8294 3.4274 0.30 0.86 -0.84 -0.352
O 13.0961 -15.4077 4.9297 0.85 -1.07 1.41 -0.382
O 14.3187 -13.2544 5.1365 1.90 0.39 0.20 -0.311
O 12.1257 -13.3073 5.7999 -0.47 -0.06 -0.59 -0.419
Br 11.1328 -10.7390 2.8820 -0.01 -0.26 0.34 0.610
C 9.9267 -12.2787 2.7164 -0.31 0.47 -0.44 -0.656
C 8.5599 -12.0504 3.3092 -0.06 1.01 0.01 -0.715
Br 7.6660 -10.4005 2.7219 0.15 -0.26 -0.20 0.604
H 10.4014 -13.1267 3.1982 0.13 -0.01 -0.09 0.021
H 9.8607 -12.4103 1.6396 0.06 -0.25 0.04 0.052
H 8.5963 -11.8846 4.3807 -0.03 -0.49 0.06 0.023
H 7.8871 -12.8471 3.0082 0.05 -0.08 0.24 0.030
Br 10.8036 -13.7350 8.6083 -0.67 0.19 0.08 0.787
C 9.6548 -13.8087 7.0387 -0.91 0.00 -0.26 -0.679
C 9.6898 -15.1491 6.3319 0.09 0.37 -0.60 -0.656
Br 8.3188 -15.0496 4.9607 -0.19 -0.12 -0.15 0.797
H 9.9207 -12.9904 6.3742 0.41 -0.27 0.03 0.035
H 8.6339 -13.5703 7.3311 0.09 -0.25 0.54 0.057
H 9.4334 -16.0322 6.9056 0.10 0.20 0.39 0.062
H 10.6040 -15.2980 5.7624 0.08 -0.07 0.32 0.013
C 14.0435 -8.0998 5.8218 0.86 -0.23 0.74 0.092
N 14.6888 -9.3346 5.2918 -0.32 1.21 0.13 -0.396
O 14.0474 -10.3914 5.3197 -0.50 -0.98 0.70 -0.064
O 15.7861 -9.2344 4.8755 0.77 -0.35 -0.42 0.198
H 14.4654 -7.2663 5.2701 -0.58 0.01 -0.39 0.118
H 14.5099 -8.0018 6.8081 -0.35 -0.06 0.12 0.119
H 12.9762 -8.2532 5.8945 -0.07 0.29 -0.28 0.108
C 13.3841 -16.0326 8.1724 0.47 -0.23 -0.01 0.060
N 13.7885 -14.7104 8.7372 -0.32 -0.11 -0.28 -0.412
O 14.1660 -14.6617 9.8639 0.11 0.16 0.11 0.166
O 13.6708 -13.7227 8.0008 0.81 0.23 -0.10 -0.148
H 14.2244 -16.4024 7.5847 0.11 0.14 0.07 0.119
H 12.5367 -15.9294 7.5059 -0.11 0.30 0.17 0.064
H 13.2201 -16.6739 9.0306 -0.15 -0.04 -0.07 0.112
C 11.2177 -19.4582 5.4661 -0.01 -0.72 0.46 0.074
N 11.3843 -18.2527 4.6386 -0.57 0.74 -0.87 -0.379
O 10.4367 -17.5422 4.4098 0.33 -0.45 0.56 0.090
O 12.5047 -18.0534 4.1535 0.33 0.04 -0.11 0.005
H 10.3534 -19.3940 6.1201 0.00 0.52 -0.09 0.109
H 12.1344 -19.6105 6.0269 0.02 -0.03 -0.11 0.106
H 11.0280 -20.3080 4.8112 0.25 0.14 -0.24 0.121
C 13.2271 -14.1548 -1.1711 -1.16 -0.21 -0.80 0.069
N 14.0532 -14.3175 0.0289 1.37 -0.86 0.12 -0.369
O 13.6562 -15.0355 0.9547 -0.48 -0.17 0.12 -0.036
O 15.1634 -13.8541 0.0152 -0.59 0.24 0.12 0.148
H 12.3927 -14.8490 -1.2185 0.10 -0.07 0.68 0.087
H 13.8342 -14.3614 -2.0473 0.37 0.49 0.17 0.115
H 12.7860 -13.1608 -1.1581 0.32 0.12 -0.07 0.122
```
Forces are in eV/Å.

Results
Spin multiplicity   10
Frontier orbital gap (spin up / spin down)   6.0 / 5.9 eV
HOMO level (spin up / spin down)   -10.83 / -10.83 eV
Total charge   +1

E_tot (eV)
-51036.042, -17070.180, -49510.499, -411091.185